(1)
Formula: C24H28FN3O
Source: OMol25
Level of theory: wB97M-V/def2-TZVPD

Each line ends with the natural charge from an NBO analysis.
Atoms and positions in Å:
O (-1.3132, 2.2942, 3.3690)  -0.7337
H (-2.0906, 2.6363, 3.8206)  0.4757
C (-1.6457, 1.0605, 2.7672)  -0.0647
C (-0.4466, 0.4711, 1.9981)  -0.0695
C (-0.9553, -0.6439, 1.0635)  -0.4126
C (-1.7027, -0.1168, -0.1683)  -0.2260
N (-0.9706, 0.8813, -0.9240)  -0.4595
C (0.1382, 0.3566, -1.7168)  -0.2539
C (-0.3148, -0.6422, -2.7493)  -0.0319
C (-0.1496, -1.9964, -2.4810)  -0.2731
C (-0.4943, -2.9483, -3.4195)  0.3911
C (-0.9944, -2.5975, -4.6599)  -0.2712
C (-1.1653, -1.2571, -4.9346)  -0.2015
C (-0.8484, -0.2787, -3.9920)  0.2064
N (-1.0490, 1.0509, -4.3788)  -0.2032
C (-1.4732, 2.1043, -3.6376)  -0.0483
C (-1.5660, 3.1760, -4.4892)  -0.3468
C (-1.1775, 2.6709, -5.7410)  -0.0429
N (-0.8814, 1.3932, -5.6621)  -0.2747
H (-1.1060, 3.1856, -6.6786)  0.2081
H (-1.8707, 4.1749, -4.2536)  0.2268
H (-1.6988, 1.9959, -2.5966)  0.2552
H (-1.5392, -0.9340, -5.8929)  0.2454
H (-1.2401, -3.3584, -5.3825)  0.2334
F (-0.3225, -4.2523, -3.1170)  -0.3241
H (0.2666, -2.3201, -1.5392)  0.2258
H (0.5995, 1.2114, -2.2218)  0.2210
H (0.9086, -0.1235, -1.0950)  0.1825
C (-0.5829, 1.9772, -0.0522)  -0.2112
C (0.2502, 1.5532, 1.1608)  -0.4314
H (0.4264, 2.4280, 1.7845)  0.2373
H (1.2156, 1.1718, 0.8219)  0.1998
H (-0.0250, 2.7090, -0.6425)  0.2032
H (-1.5044, 2.4573, 0.2893)  0.1938
H (-1.9463, -0.9487, -0.8331)  0.2151
H (-2.6467, 0.3467, 0.1347)  0.1917
H (-1.6124, -1.3179, 1.6168)  0.2147
H (-0.0968, -1.2286, 0.7277)  0.2019
C (0.5507, -0.1737, 2.9812)  -0.3639
H (1.3295, -0.6839, 2.4074)  0.2007
H (0.0220, -0.9394, 3.5561)  0.2024
C (1.2320, 0.7905, 3.9595)  -0.4389
C (2.0618, 0.0094, 4.9366)  -0.0170
C (1.4997, -0.4781, 6.1098)  -0.2149
C (2.2494, -1.2327, 6.9940)  -0.2050
C (3.5760, -1.5138, 6.7149)  -0.2250
C (4.1464, -1.0349, 5.5481)  -0.2230
C (3.3929, -0.2805, 4.6663)  -0.1649
H (3.8445, 0.0931, 3.7578)  0.1971
H (5.1817, -1.2493, 5.3251)  0.2102
H (4.1632, -2.1020, 7.4048)  0.2116
H (1.7988, -1.6020, 7.9041)  0.2105
H (0.4649, -0.2586, 6.3332)  0.2048
H (1.8672, 1.4828, 3.4063)  0.2088
H (0.4757, 1.3696, 4.4866)  0.2322
H (-2.4889, 1.2048, 2.0791)  0.1618
H (-1.9610, 0.3352, 3.5323)  0.1642

Computed properties:
Gap between HOMO and LUMO: 9.061 eV
2S+1: 1
Structure (SMILES): OCC1(CCc2ccccc2)CCN(Cc2cc(F)ccc2-n2cccn2)CC1
Highest occupied orbital energy: -8.537 eV
Total charge: 0

---

(2)
Formula: C24H28IrN3OP2S2
Source: OMol25
Level of theory: wB97M-V/def2-TZVPD

Each line ends with the natural charge from an NBO analysis.
Atoms and positions in Å:
Ir (0.7901, 0.2516, -0.0015)  0.5390
N (5.2830, 0.1516, 0.2532)  -0.8054
C (3.9272, 0.1761, 0.4149)  0.2592
S (3.0702, 1.4561, -0.3899)  -0.1931
N (3.3902, -0.7117, 1.1867)  -0.4107
N (2.0761, -0.9051, 1.2273)  -0.3249
C (1.5992, -1.3157, 2.3938)  0.1458
C (0.3156, -1.8403, 2.6443)  -0.1951
C (0.0150, -2.2991, 3.9443)  -0.1364
C (-1.1607, -2.9359, 4.2417)  -0.2920
C (-2.1150, -3.1336, 3.2348)  -0.1699
C (-1.8869, -2.6652, 1.9687)  -0.2668
C (-0.6920, -1.9786, 1.6164)  0.3985
O (-0.5664, -1.5044, 0.4389)  -0.7298
H (5.6972, 0.9984, -0.0995)  0.3911
H (5.8031, -0.3389, 0.9649)  0.3991
H (2.2764, -1.2537, 3.2447)  0.2031
H (0.7549, -2.1495, 4.7183)  0.2053
H (-1.3519, -3.2906, 5.2443)  0.2115
H (-3.0379, -3.6496, 3.4629)  0.2087
H (-2.6255, -2.8027, 1.1917)  0.2046
C (-2.3077, 0.1408, -1.6797)  -0.9430
P (-0.8901, 1.2726, -1.3898)  1.0901
C (-1.7815, 2.8330, -1.0230)  -0.9491
C (-0.2886, 1.5031, -3.0916)  -0.3454
C (-0.7870, 2.4951, -3.9299)  -0.1908
C (-0.2669, 2.6729, -5.1976)  -0.1915
C (0.7386, 1.8361, -5.6552)  -0.2130
C (1.2153, 0.8233, -4.8422)  -0.1331
C (0.7248, 0.6558, -3.5537)  -0.3477
P (1.3275, -0.6714, -2.4451)  1.0106
C (3.1089, -0.7885, -2.8656)  -0.9498
C (0.7082, -2.1467, -3.3636)  -0.9246
H (-2.8320, 0.4192, -2.5936)  0.2321
H (-2.9834, 0.2039, -0.8282)  0.2470
H (-1.9359, -0.8795, -1.7468)  0.2552
H (-2.6812, 2.9319, -1.6301)  0.2289
H (-1.1158, 3.6803, -1.1829)  0.2528
H (-2.0613, 2.8114, 0.0309)  0.2727
H (-1.5906, 3.1297, -3.5922)  0.2170
H (-0.6567, 3.4564, -5.8313)  0.2203
H (1.1403, 1.9758, -6.6471)  0.2196
H (1.9771, 0.1615, -5.2250)  0.2040
H (3.2719, -1.1056, -3.8929)  0.2223
H (3.5525, -1.5167, -2.1871)  0.2546
H (3.5765, 0.1772, -2.6865)  0.2707
H (1.0013, -2.0947, -4.4120)  0.2304
H (-0.3751, -2.2024, -3.2942)  0.2416
H (1.1396, -3.0365, -2.9067)  0.2467
S (0.3396, 1.9792, 1.9563)  -0.1338
C (-0.9037, 1.3340, 2.9915)  -0.1987
C (-0.7967, 1.5175, 4.3701)  -0.2423
C (-1.7963, 1.0747, 5.2121)  -0.1912
C (-2.9253, 0.4537, 4.6975)  -0.2392
C (-3.0328, 0.2663, 3.3280)  -0.2163
C (-2.0327, 0.6982, 2.4787)  -0.1784
H (0.0776, 2.0142, 4.7632)  0.2174
H (-1.6966, 1.2252, 6.2769)  0.2069
H (-3.7129, 0.1139, 5.3569)  0.2086
H (-3.9057, -0.2210, 2.9197)  0.2072
H (-2.1054, 0.5468, 1.4109)  0.1894

Computed properties:
Gap between HOMO and LUMO (alpha / beta): 6.508 / 6.507 eV
2S+1: 1
Highest occupied orbital energy (alpha / beta): -6.768 / -6.768 eV
Total charge: 0

---

(3)
Formula: C24H28N2O5
Source: OMol25
Level of theory: wB97M-V/def2-TZVPD

Each line ends with the natural charge from an NBO analysis.
Atoms and positions in Å:
C (5.1127, -2.0154, -2.1791)  -0.2514
H (4.9733, -0.9561, -1.9411)  0.1764
O (3.9205, -2.6064, -2.6348)  -0.5197
C (2.8283, -2.6172, -1.8096)  0.3063
C (2.8513, -2.0967, -0.5204)  -0.3053
C (1.7272, -2.0910, 0.2827)  -0.1930
C (0.5459, -2.6481, -0.1837)  -0.1442
C (0.5204, -3.2101, -1.4513)  -0.1996
C (1.6299, -3.1859, -2.2885)  0.2580
O (1.4088, -3.7415, -3.5075)  -0.4925
C (2.3594, -3.6567, -4.5465)  -0.2397
H (3.2693, -4.2119, -4.3122)  0.1852
H (1.8717, -4.1075, -5.4106)  0.1905
H (2.6152, -2.6196, -4.7733)  0.1792
H (-0.3838, -3.6544, -1.8343)  0.2364
C (-0.6950, -2.5875, 0.6071)  0.5567
C (-1.2336, -1.3945, 0.9936)  -0.3200
C (-2.5324, -1.3195, 1.6052)  0.4579
O (-3.2149, -2.2720, 1.9686)  -0.5715
C (-2.9032, 0.1528, 1.6459)  0.5872
O (-3.9131, 0.6595, 2.0841)  -0.5923
N (-1.8716, 0.8169, 1.0707)  -0.4032
C (-1.8610, 2.2470, 0.8978)  -0.2307
C (-0.8118, 2.9439, 1.7705)  -0.4392
C (-0.9630, 2.6464, 3.2800)  -0.2134
N (-1.7594, 3.5615, 4.0644)  -0.4362
C (-3.1588, 3.6198, 3.7016)  -0.4243
H (-3.7109, 4.0718, 4.5266)  0.1973
H (-3.5393, 2.6134, 3.5411)  0.2291
H (-3.3464, 4.2209, 2.7986)  0.1538
C (-1.1845, 4.8775, 4.2134)  -0.4097
H (-1.2205, 5.4865, 3.2953)  0.1555
H (-0.1457, 4.7854, 4.5280)  0.1958
H (-1.7352, 5.4099, 4.9888)  0.2010
H (0.0318, 2.6309, 3.7363)  0.1940
H (-1.3993, 1.6514, 3.4065)  0.1969
H (0.1816, 2.6326, 1.4407)  0.1999
H (-0.8859, 4.0183, 1.5990)  0.2164
H (-1.6642, 2.4733, -0.1574)  0.2089
H (-2.8651, 2.5891, 1.1548)  0.2408
C (-0.7570, -0.0093, 0.6470)  -0.0601
C (-0.4664, 0.1166, -0.8320)  -0.0454
C (0.7839, 0.5127, -1.2825)  -0.2039
C (1.0596, 0.5470, -2.6380)  -0.2104
C (0.0830, 0.1980, -3.5539)  -0.2123
C (-1.1759, -0.1717, -3.1109)  -0.2193
C (-1.4492, -0.2133, -1.7566)  -0.1600
H (-2.4289, -0.5086, -1.4089)  0.2100
H (-1.9440, -0.4352, -3.8222)  0.2163
H (0.2995, 0.2181, -4.6115)  0.2145
H (2.0396, 0.8471, -2.9791)  0.2122
H (1.5494, 0.7841, -0.5698)  0.2108
H (0.1407, 0.2673, 1.2171)  0.2055
O (-1.3029, -3.7316, 0.8678)  -0.6421
H (-2.1541, -3.5376, 1.3462)  0.5219
H (1.7800, -1.6775, 1.2773)  0.2193
H (3.7638, -1.6769, -0.1295)  0.2229
H (5.8149, -2.1084, -3.0064)  0.2029
H (5.5153, -2.5376, -1.3056)  0.1798

Computed properties:
Gap between HOMO and LUMO: 7.954 eV
2S+1: 1
Structure (SMILES): COc1ccc(/C(O)=C2/C(=O)C(=O)N(CCCN(C)C)[C@@H]2c2ccccc2)cc1OC
Highest occupied orbital energy: -8.174 eV
Total charge: 0

---

(4)
Formula: C24H28N2O5
Source: OMol25
Level of theory: wB97M-V/def2-TZVPD

Each line ends with the natural charge from an NBO analysis.
Atoms and positions in Å:
C (-5.3668, -1.7333, 2.8667)  -0.2475
H (-6.1486, -2.4492, 2.5945)  0.1794
O (-4.8130, -1.1179, 1.7299)  -0.5196
C (-5.6403, -0.3691, 0.9254)  0.2584
C (-6.9917, -0.1708, 1.1435)  -0.2866
C (-7.7326, 0.6030, 0.2607)  -0.2148
C (-7.1278, 1.1785, -0.8386)  -0.2222
C (-5.7749, 0.9889, -1.0690)  -0.2370
C (-5.0214, 0.2194, -0.1965)  0.1697
N (-3.6574, -0.0280, -0.3551)  -0.6182
C (-2.8156, 0.3966, -1.3368)  0.6713
O (-3.1357, 1.1339, -2.2493)  -0.6102
C (-1.4176, -0.1089, -1.1955)  -0.1636
C (-1.0840, -1.3081, -0.5718)  -0.1778
C (0.2312, -1.7251, -0.4948)  -0.2638
C (1.2426, -0.9403, -1.0417)  0.2457
C (0.9124, 0.2494, -1.6908)  -0.2667
C (-0.4020, 0.6532, -1.7699)  -0.1458
H (-0.6710, 1.5678, -2.2762)  0.2393
H (1.6921, 0.8527, -2.1342)  0.2087
N (2.5919, -1.2864, -0.9647)  -0.6317
C (3.1749, -2.3442, -0.3489)  0.6604
O (2.6048, -3.2711, 0.1757)  -0.5918
C (4.7081, -2.2758, -0.3890)  -0.1865
H (5.0993, -2.5683, 0.5915)  0.2476
H (5.0716, -2.9820, -1.1419)  0.2175
O (5.1784, -0.9779, -0.7295)  -0.5364
C (5.8721, -0.2873, 0.2029)  0.8135
O (6.1881, -0.7386, 1.2669)  -0.5841
C (6.1711, 1.1024, -0.2963)  -0.5044
H (5.8991, 1.1683, -1.3502)  0.2193
H (7.2432, 1.2756, -0.1905)  0.2403
C (5.4132, 2.1592, 0.5208)  -0.3672
C (3.8937, 1.9929, 0.4717)  -0.2250
C (3.3210, 1.0291, 1.5185)  -0.4009
C (1.8557, 1.4535, 1.7200)  -0.4122
H (1.6279, 1.5376, 2.7818)  0.2077
H (1.1695, 0.7214, 1.2944)  0.2110
C (1.7064, 2.8120, 1.0158)  -0.4031
H (1.1971, 2.6821, 0.0596)  0.2008
H (1.1300, 3.5207, 1.6078)  0.2120
C (3.1375, 3.2879, 0.7789)  -0.3946
H (3.2073, 4.0160, -0.0285)  0.2087
H (3.5429, 3.7375, 1.6867)  0.1968
H (3.3965, -0.0155, 1.2248)  0.2043
H (3.8777, 1.1447, 2.4494)  0.2065
H (3.6032, 1.6609, -0.5313)  0.1796
H (5.6778, 3.1398, 0.1188)  0.2107
H (5.7532, 2.1174, 1.5567)  0.2142
H (3.2324, -0.6140, -1.3712)  0.4170
H (0.4827, -2.6549, -0.0128)  0.2568
H (-1.8489, -1.9516, -0.1618)  0.2134
H (-3.2727, -0.5929, 0.3896)  0.4190
H (-5.2919, 1.4327, -1.9230)  0.2562
H (-7.7052, 1.7790, -1.5243)  0.2149
H (-8.7863, 0.7483, 0.4443)  0.2127
H (-7.4827, -0.6130, 1.9959)  0.2176
H (-4.5439, -2.2631, 3.3446)  0.2011
H (-5.7746, -0.9947, 3.5638)  0.1795

Computed properties:
Gap between HOMO and LUMO: 8.648 eV
2S+1: 1
Structure (SMILES): COc1ccccc1NC(=O)c1ccc(NC(=O)COC(=O)CCC2CCCC2)cc1
Highest occupied orbital energy: -8.150 eV
Total charge: 0

---

Calculated energy relative to the best compared isomer or geometry (same formula, charge and spin) in order - 28.3, 265.7, 329.1, 90.2 kJ/mol